128
Properties=species:S:1:pos:R:3:forces:R:3 method="wB97M-V/def2-TZVPD" total_energy_ev=-448616.7299 lumo_energy_ev="3.475 / 3.475" de_lowest_kcal_mol=44.4 homo_lumo_gap_ha="0.196 / 0.196" charge=-2 max_force_ev_per_a=4.13 homo_ev="-1.87 / -1.87"
Rb 0.972 1.285 -0.067 0.01 0.23 0.08
Br 4.377 7.425 3.367 -0.46 -0.88 -0.09
C 3.420 5.712 3.233 0.59 1.02 1.27
C 2.791 5.189 4.372 -0.46 0.82 -0.49
Br 2.780 6.203 6.035 -0.06 -0.65 -0.71
C 1.968 4.056 4.198 0.20 -1.47 -0.57
Br 0.910 3.293 5.627 0.36 0.35 -0.33
C 1.999 3.249 2.989 -1.05 0.23 1.27
O 1.294 2.190 2.747 0.57 0.73 0.84
C 2.818 3.787 1.945 -0.12 -1.25 -2.93
O 2.869 3.135 0.794 -0.14 0.36 0.98
C 3.427 5.016 2.026 0.07 0.55 1.27
Br 4.270 5.636 0.488 0.26 0.37 -0.35
N 1.448 -2.849 -0.759 -0.48 0.38 0.50
P -0.009 -2.688 0.206 0.70 -1.04 -1.22
C -1.240 -3.723 -0.719 0.41 1.00 -0.19
C -2.131 -3.006 -1.496 -0.02 1.21 0.17
C -3.068 -3.616 -2.302 -0.49 -1.31 0.11
C -3.202 -5.012 -2.217 2.46 1.08 0.63
C -2.226 -5.731 -1.496 -1.63 -2.28 0.73
C -1.249 -5.100 -0.752 -0.48 0.12 -0.29
C 0.350 -4.014 1.392 1.07 0.39 2.30
C -0.633 -4.256 2.382 -1.15 -0.16 -0.78
C -0.426 -5.001 3.524 0.55 -0.22 0.92
C 0.847 -5.544 3.784 0.55 0.37 -1.62
C 1.860 -5.341 2.815 -0.89 0.56 0.20
C 1.635 -4.506 1.674 0.55 -0.47 0.57
P 1.856 -1.804 -2.050 0.11 -0.01 -0.27
C 3.630 -2.372 -2.281 -1.58 -0.09 0.48
C 4.394 -2.171 -1.125 0.65 0.27 0.28
C 5.756 -2.414 -1.156 -0.88 -1.45 -1.91
C 6.291 -3.019 -2.345 0.77 1.73 1.05
C 5.533 -3.230 -3.469 -2.34 0.23 0.83
C 4.139 -2.952 -3.435 1.89 0.79 1.90
C 1.090 -2.630 -3.503 0.30 -0.60 1.04
C 0.568 -1.883 -4.535 0.53 -1.49 -0.97
C 0.163 -2.601 -5.684 -1.12 0.73 -0.76
C 0.192 -3.996 -5.774 -0.15 0.21 0.09
C 0.614 -4.707 -4.666 0.27 0.93 0.56
C 1.055 -4.028 -3.537 -0.39 -0.31 -0.63
H 1.905 -3.747 -0.800 -0.20 -0.36 0.04
H -2.100 -1.913 -1.418 -0.05 -0.35 -0.46
H -3.738 -3.073 -2.951 0.02 0.35 0.11
H -3.933 -5.501 -2.777 -1.13 -0.82 -0.68
H -2.400 -6.865 -1.290 0.51 1.97 -0.82
H -0.557 -5.637 -0.143 0.29 -0.54 0.18
H -1.665 -3.881 2.220 0.78 -0.13 0.04
H -1.221 -5.099 4.286 0.42 0.04 -0.66
H 1.099 -6.099 4.683 -0.27 0.05 -0.09
H 2.840 -5.782 3.013 -0.18 0.33 -0.22
H 2.528 -4.188 1.082 -0.96 -0.47 0.41
H 3.944 -1.788 -0.194 0.12 0.02 -0.63
H 6.329 -2.231 -0.283 0.69 0.14 0.45
H 7.376 -3.047 -2.422 -0.06 -0.53 0.06
H 5.867 -3.620 -4.385 1.02 -0.47 -0.86
H 3.526 -3.107 -4.267 -0.77 -0.24 -1.17
H 0.618 -0.816 -4.444 -0.43 0.44 -0.31
H -0.337 -2.059 -6.505 0.58 -0.15 0.39
H -0.154 -4.596 -6.634 0.12 0.89 0.29
H 0.589 -5.765 -4.665 0.00 -0.95 0.01
H 1.320 -4.646 -2.692 0.26 0.22 0.23
O -4.073 2.021 -3.829 -3.39 -0.10 2.36
H -3.308 2.199 -4.286 3.36 0.79 -1.80
H -4.215 2.788 -3.234 0.24 -0.51 -0.38
O 3.501 0.667 1.612 -0.49 -0.89 1.12
H 2.892 0.774 2.380 0.32 -0.30 -0.54
H 3.493 1.596 1.342 0.08 0.86 -0.80
O -2.400 -0.202 -2.936 -0.68 2.67 0.19
H -1.622 0.420 -3.047 -0.21 -0.84 0.14
H -3.092 0.551 -2.857 1.00 -1.86 -0.38
N -0.004 4.610 0.958 1.81 0.46 1.83
C -1.090 4.527 0.239 -2.82 0.32 -1.46
C -2.419 4.717 0.784 2.55 -0.27 -0.86
C -3.488 4.650 -0.066 -0.28 1.10 -0.84
N -3.386 4.455 -1.412 -0.60 -0.05 1.31
C -2.139 4.297 -1.859 -1.93 -0.90 -1.44
C -1.016 4.318 -1.162 -0.32 0.60 4.05
H 0.016 4.783 1.959 -0.27 -0.24 -0.38
H 0.906 4.688 0.536 0.19 -0.31 -0.21
H -2.368 5.055 1.795 -0.91 -0.04 0.71
H -4.464 4.980 0.314 0.16 -0.58 -0.22
H -2.037 3.980 -2.870 -0.19 0.21 -1.01
H -0.099 4.133 -1.549 2.61 -0.46 -1.55
Br 4.786 3.179 -2.157 -0.57 -0.11 -0.62
C 3.216 3.705 -3.176 1.76 1.20 0.60
C 3.157 5.062 -3.542 0.95 -0.22 0.77
C 1.985 5.506 -4.102 -0.32 -0.19 0.37
C 0.927 4.648 -4.262 -1.65 -0.74 -0.85
C 1.015 3.319 -3.941 0.26 -0.80 0.31
C 2.189 2.846 -3.363 -0.73 -0.76 0.40
C -0.226 2.415 -3.905 0.02 2.00 0.05
O -1.162 2.763 -4.659 0.00 -0.89 0.15
O -0.195 1.607 -2.954 -0.50 -1.20 -0.04
H 3.992 5.715 -3.207 -0.78 -0.41 -0.60
H 1.711 6.504 -4.287 0.53 1.46 -0.22
H -0.081 4.949 -4.592 0.71 0.25 -0.03
H 2.158 1.866 -2.891 0.28 0.02 -0.42
C -1.553 -1.608 4.716 -1.31 0.83 0.41
C -1.016 -1.144 3.373 1.30 0.62 0.10
C 0.559 -1.059 3.455 -0.98 -3.02 -1.34
Sb -1.832 0.788 2.551 0.31 -0.95 -0.20
C -2.547 1.695 4.410 -0.24 -0.19 -1.47
C -3.817 1.086 4.959 -0.63 0.19 0.13
C -2.635 3.208 4.189 -1.17 -0.74 -0.39
C -3.654 -0.169 1.636 1.46 0.79 -0.11
C -3.614 0.290 0.173 1.24 -0.20 -1.49
C -3.709 -1.670 1.659 0.88 0.03 -1.43
H -1.120 -2.517 5.131 0.09 -0.33 -0.37
H -2.642 -1.681 4.643 -0.07 -0.76 -0.10
H -1.522 -0.893 5.552 0.72 0.31 -0.35
H -1.378 -1.811 2.577 0.47 0.09 0.41
H 0.808 -0.282 4.095 0.76 1.51 1.26
H 1.048 -0.902 2.486 -0.25 0.25 0.09
H 1.015 -2.053 3.826 -0.79 1.32 -0.25
H -1.719 1.426 5.050 0.25 0.17 0.45
H -4.799 1.395 4.498 1.16 -0.01 0.24
H -3.825 1.354 6.017 -0.51 -0.04 0.22
H -3.771 0.007 4.896 -0.15 -0.29 0.09
H -3.382 3.396 3.338 1.34 0.05 0.98
H -1.619 3.586 4.034 -0.44 0.35 -0.23
H -3.095 3.625 5.092 0.25 0.39 -0.01
H -4.455 0.243 2.250 -0.40 0.14 -0.47
H -2.690 -0.087 -0.480 -1.54 0.45 1.83
H -3.480 1.398 0.072 -0.82 -0.80 -0.12
H -4.459 -0.191 -0.398 0.38 1.04 0.37
H -2.803 -2.110 1.145 -0.75 0.38 0.79
H -4.517 -1.940 0.960 -0.22 -0.45 0.66
H -3.803 -1.997 2.676 -0.26 -0.82 0.33

=====

122
Properties=species:S:1:pos:R:3:forces:R:3 method="wB97M-V/def2-TZVPD" total_energy_ev=-105284.9961 lumo_energy_ev=4.154 de_lowest_kcal_mol=0.0 homo_lumo_gap_ha=0.228 charge=-2 max_force_ev_per_a=1.08 homo_ev=-2.05
Y -0.439 -0.083 -0.213 0.29 0.42 -0.95
C 4.568 -3.878 -0.128 -0.04 0.04 -0.02
C 3.070 -3.916 -0.468 0.01 0.02 0.02
C 2.810 -5.095 -1.416 -0.06 0.05 0.05
C 2.213 -4.019 0.788 -0.06 0.11 -0.01
C 2.152 -5.274 1.389 -0.04 -0.03 0.01
C 1.422 -5.496 2.539 0.01 -0.01 0.02
C 0.775 -4.431 3.136 0.00 -0.07 0.01
C 0.822 -3.155 2.592 0.06 0.01 -0.13
C 0.302 -2.017 3.435 -0.10 0.06 0.00
C 1.343 -1.740 4.521 0.06 0.08 0.04
C -1.062 -2.277 4.073 -0.05 -0.02 -0.05
C 1.504 -2.946 1.378 0.21 -0.06 0.01
N 1.535 -1.626 0.777 0.06 0.03 -0.02
C 2.684 -1.058 0.840 -0.09 -0.08 0.03
C 3.189 0.185 0.271 -0.02 0.05 -0.02
C 4.340 0.658 0.935 -0.01 -0.02 0.04
C 5.015 1.800 0.580 -0.03 0.04 -0.06
C 4.551 2.504 -0.545 -0.02 -0.09 0.08
C 3.478 2.045 -1.259 -0.05 -0.01 0.03
C 2.718 0.880 -0.896 -0.01 0.05 -0.18
N 1.666 0.484 -1.643 -0.13 -0.12 0.39
C 1.786 0.751 -3.033 0.15 0.11 -0.03
C 2.813 0.105 -3.779 -0.09 0.02 0.05
C 2.992 0.408 -5.124 -0.03 -0.01 -0.04
C 2.169 1.304 -5.784 0.00 0.00 0.05
C 1.149 1.906 -5.072 -0.01 -0.01 -0.03
C 0.941 1.656 -3.718 -0.08 0.04 0.05
C -0.142 2.453 -3.018 0.08 0.08 -0.22
C -1.466 2.465 -3.785 0.05 0.03 -0.01
C 0.329 3.887 -2.755 0.00 0.06 -0.05
C 3.764 -0.917 -3.173 0.08 0.01 -0.04
C 5.188 -0.361 -3.050 -0.02 0.03 0.09
C 3.798 -2.212 -3.988 -0.06 0.02 0.01
H 5.161 -3.846 -1.049 -0.03 0.00 0.05
H 4.854 -4.773 0.432 -0.01 0.02 -0.02
H 4.834 -3.006 0.472 -0.01 0.01 0.01
H 2.815 -2.997 -0.992 -0.08 0.05 -0.03
H 3.286 -6.008 -1.043 -0.04 0.04 -0.05
H 3.232 -4.889 -2.398 0.07 0.06 -0.11
H 1.743 -5.285 -1.529 -0.05 0.02 -0.04
H 2.683 -6.102 0.931 -0.04 0.06 0.04
H 1.376 -6.487 2.977 -0.01 0.01 0.00
H 0.242 -4.583 4.068 0.00 0.02 -0.05
H 0.205 -1.128 2.817 0.00 0.11 -0.11
H 1.511 -2.641 5.122 0.00 0.06 -0.04
H 1.006 -0.940 5.178 -0.01 0.10 0.06
H 2.300 -1.442 4.080 -0.01 0.00 0.03
H -0.987 -2.984 4.907 -0.02 0.03 -0.04
H -1.769 -2.672 3.341 0.01 0.02 -0.01
H -1.465 -1.337 4.458 0.03 -0.05 0.01
H 3.438 -1.562 1.448 0.14 -0.06 0.02
H 4.693 0.086 1.790 -0.01 -0.01 -0.03
H 5.879 2.135 1.140 -0.01 0.00 -0.01
H 5.052 3.414 -0.859 -0.02 -0.01 -0.02
H 3.144 2.596 -2.128 -0.01 0.00 -0.03
H 3.795 -0.078 -5.672 -0.04 0.03 0.03
H 2.319 1.525 -6.834 0.00 0.00 0.01
H 0.498 2.613 -5.574 0.01 -0.02 0.03
H -0.332 2.011 -2.052 0.01 0.01 -0.05
H -1.406 3.083 -4.689 -0.01 -0.03 0.01
H -2.251 2.870 -3.143 0.07 0.03 -0.06
H -1.761 1.453 -4.074 -0.01 0.04 -0.01
H 0.563 4.400 -3.695 0.03 -0.02 -0.01
H 1.221 3.896 -2.123 -0.02 0.00 -0.03
H -0.458 4.442 -2.236 0.08 -0.08 -0.09
H 3.408 -1.165 -2.177 -0.10 0.01 0.09
H 5.606 -0.144 -4.039 -0.02 -0.01 0.03
H 5.840 -1.091 -2.557 -0.02 0.03 -0.04
H 5.201 0.558 -2.462 0.03 -0.06 -0.04
H 4.128 -2.030 -5.015 -0.01 -0.04 0.06
H 2.819 -2.689 -4.022 -0.04 -0.01 -0.01
H 4.500 -2.913 -3.535 0.05 -0.10 0.05
N 1.436 1.342 2.363 -0.08 0.08 -0.25
C 0.900 1.551 3.616 -0.15 -0.02 0.03
C 1.779 1.723 4.695 0.04 -0.01 -0.07
C 1.331 1.864 5.994 -0.06 -0.06 0.01
C -0.033 1.815 6.243 -0.03 0.01 -0.07
C -0.904 1.651 5.172 0.08 -0.03 0.06
C -0.493 1.544 3.836 -0.06 -0.02 -0.02
C -1.612 1.398 2.824 -0.03 -0.10 0.11
C -2.723 2.194 3.143 -0.02 0.07 0.02
C -3.979 1.948 2.623 -0.01 -0.09 -0.08
C -4.145 0.835 1.814 -0.08 0.00 -0.01
C -3.026 0.124 1.406 0.21 0.06 0.14
C -1.697 0.426 1.785 -0.03 0.10 1.00
H 2.424 1.539 2.303 -0.04 0.02 -0.05
H 0.928 1.755 1.579 -0.08 0.17 0.00
H 2.845 1.730 4.485 -0.03 0.03 -0.01
H 2.040 1.987 6.805 0.00 0.01 -0.03
H -0.420 1.898 7.252 0.00 -0.02 -0.02
H -1.966 1.585 5.378 0.04 -0.02 -0.01
H -2.592 3.021 3.834 -0.01 -0.02 -0.04
H -4.815 2.594 2.867 -0.01 0.01 0.01
H -5.127 0.549 1.453 0.01 0.02 -0.01
H -3.214 -0.718 0.745 0.04 0.16 -0.16
O 0.784 -2.177 -1.947 0.03 -0.18 0.08
H 0.664 -1.985 -2.884 0.08 0.07 0.03
H 0.358 -3.045 -1.810 -0.04 -0.01 -0.14
S -1.916 -2.887 0.347 0.08 0.39 0.28
C -1.300 -3.941 -0.765 0.05 -0.27 -0.26
N -0.865 -4.656 -1.579 0.08 0.07 0.14
Cl -4.823 2.852 -1.140 0.02 -0.02 0.08
C -4.666 1.247 -1.807 0.01 -0.04 -0.03
C -5.792 0.656 -2.348 0.01 0.01 -0.03
C -5.727 -0.585 -2.971 -0.02 0.00 0.01
C -4.485 -1.204 -3.074 0.02 0.03 -0.05
C -3.381 -0.593 -2.531 -0.02 0.05 0.02
Cl -1.810 -1.307 -2.720 -0.05 -0.13 -0.16
C -3.381 0.625 -1.796 0.08 0.09 -0.01
N -2.262 1.068 -1.228 -0.18 -0.45 0.08
H -6.734 1.187 -2.286 0.03 0.01 0.02
H -6.616 -1.051 -3.378 0.02 0.02 0.01
H -4.371 -2.153 -3.582 0.02 0.01 0.02
N -1.722 3.821 -0.102 -0.05 -0.27 -0.06
C -0.504 3.528 0.203 0.29 -0.18 0.29
N 0.373 4.461 0.815 -0.08 -0.02 0.02
O 0.055 2.379 0.012 -0.09 -0.77 0.37
H -1.957 4.770 0.161 0.05 0.10 0.06
H -2.385 1.977 -0.774 -0.01 0.03 -0.03
H 0.162 5.418 0.586 0.00 0.10 -0.01
H 1.341 4.232 0.645 0.03 -0.05 -0.02

=====

124
Properties=species:S:1:pos:R:3:forces:R:3 method="wB97M-V/def2-TZVPD" total_energy_ev=-101637.0835 lumo_energy_ev=-4.816 de_lowest_kcal_mol=6.0 homo_lumo_gap_ha=0.281 charge=+2 max_force_ev_per_a=0.38 homo_ev=-12.45
Pb 0.496 -0.183 -0.360 -0.08 0.23 -0.29
C -2.839 -0.221 1.929 0.03 0.00 0.01
C -2.662 0.928 0.943 -0.05 0.02 0.01
C -3.995 1.595 0.611 0.01 -0.03 -0.04
C -1.659 1.983 1.419 0.01 -0.03 0.01
C -2.047 2.687 2.730 0.02 -0.03 -0.02
O -0.907 2.478 3.593 -0.02 0.01 0.00
C -0.019 1.747 2.909 0.11 -0.06 -0.03
N -0.321 1.413 1.712 0.00 -0.04 0.13
C 1.237 1.483 3.658 -0.05 -0.01 -0.03
C 1.571 2.400 4.652 0.01 0.00 0.00
C 2.729 2.252 5.399 0.00 -0.02 -0.01
C 3.557 1.167 5.170 -0.01 0.03 0.01
C 3.226 0.237 4.193 0.00 0.00 0.01
C 2.076 0.377 3.423 -0.07 0.09 -0.01
P 1.689 -0.867 2.150 0.04 -0.10 -0.01
C 3.139 -1.952 2.113 0.01 0.02 -0.01
C 3.162 -3.210 2.705 0.00 0.00 0.01
C 4.314 -3.985 2.639 -0.02 -0.02 -0.01
C 5.442 -3.507 1.990 0.01 0.00 -0.01
C 5.423 -2.250 1.394 0.01 -0.03 -0.02
C 4.273 -1.481 1.446 -0.04 -0.03 0.00
C 0.329 -1.846 2.842 0.05 -0.01 0.07
C -0.187 -1.633 4.118 0.03 -0.02 0.01
C -1.269 -2.381 4.562 0.00 0.00 0.01
C -1.835 -3.348 3.742 0.01 0.00 -0.01
C -1.315 -3.573 2.474 0.00 -0.02 0.00
C -0.243 -2.820 2.021 0.03 -0.04 -0.01
H -3.520 -0.968 1.520 0.00 0.00 0.00
H -3.271 0.122 2.872 -0.01 0.01 0.00
H -1.893 -0.716 2.158 -0.10 0.06 -0.04
H -2.267 0.524 0.002 0.00 0.00 0.01
H -4.444 2.063 1.490 0.01 -0.01 0.00
H -4.707 0.856 0.239 0.01 0.02 0.00
H -3.873 2.363 -0.156 0.00 0.02 -0.01
H -1.525 2.707 0.613 -0.01 0.03 -0.04
H -2.914 2.249 3.222 -0.01 0.00 0.00
H -2.197 3.758 2.624 0.01 0.03 -0.01
H 0.913 3.236 4.838 0.00 0.00 0.00
H 2.974 2.978 6.162 0.00 0.00 0.00
H 4.456 1.030 5.756 0.00 0.00 -0.01
H 3.875 -0.613 4.037 0.01 -0.01 0.00
H 2.288 -3.585 3.223 0.00 0.00 0.00
H 4.330 -4.960 3.109 0.01 0.01 0.00
H 6.342 -4.108 1.953 -0.01 0.00 0.00
H 6.303 -1.875 0.889 0.00 0.00 0.01
H 4.257 -0.504 0.974 0.00 0.01 0.00
H 0.254 -0.890 4.771 -0.01 0.00 0.00
H -1.665 -2.213 5.555 0.00 0.00 -0.01
H -2.677 -3.929 4.094 0.01 0.00 0.00
H -1.743 -4.337 1.837 0.00 0.00 -0.01
H 0.166 -3.009 1.035 -0.01 0.00 -0.01
C 3.926 2.863 0.301 0.03 0.01 -0.02
C 4.631 2.955 -0.886 -0.01 0.01 0.03
C 4.254 2.161 -1.955 0.01 -0.02 -0.01
C 3.192 1.278 -1.816 -0.04 -0.03 -0.02
N 2.525 1.182 -0.655 0.04 0.05 0.04
C 2.876 1.969 0.366 -0.03 -0.01 -0.01
C 2.713 0.441 -2.953 0.00 0.02 0.00
C 3.431 0.308 -4.137 0.01 0.02 -0.01
C 2.891 -0.441 -5.170 -0.01 -0.01 0.01
C 1.657 -1.045 -4.993 0.01 0.00 0.00
C 1.025 -0.886 -3.772 -0.02 -0.03 0.01
N 1.537 -0.161 -2.783 0.07 -0.07 0.09
H 4.170 3.473 1.159 -0.01 0.00 0.00
H 5.456 3.648 -0.988 0.00 0.00 0.00
H 4.773 2.251 -2.897 0.00 0.00 0.00
H 2.281 1.880 1.265 0.01 -0.01 -0.01
H 4.397 0.773 -4.262 0.00 0.00 0.00
H 3.430 -0.550 -6.101 0.00 0.00 0.00
H 1.198 -1.634 -5.775 0.00 0.00 0.00
H 0.070 -1.361 -3.574 0.00 0.00 0.00
C -3.076 5.800 0.494 0.03 0.01 0.02
C -3.576 6.740 -0.599 0.00 0.00 -0.01
C -2.702 6.817 -1.850 0.01 -0.01 0.01
C -2.627 5.547 -2.691 0.02 0.00 -0.01
N -1.711 4.575 -2.080 -0.08 -0.05 0.01
C -1.294 3.373 -2.485 -0.03 0.01 0.00
S 0.077 2.700 -1.692 0.03 0.04 0.08
N -1.854 2.687 -3.486 0.00 0.08 0.00
C -3.086 2.903 -4.250 0.02 -0.01 -0.04
C -4.339 2.393 -3.553 -0.01 0.01 -0.01
C -4.336 0.887 -3.318 -0.01 0.02 0.01
C -5.676 0.387 -2.793 -0.01 0.00 0.01
H -3.704 5.882 1.383 0.01 -0.01 0.00
H -2.053 6.051 0.790 -0.01 0.00 0.00
H -3.089 4.758 0.173 -0.01 -0.05 -0.01
H -3.655 7.747 -0.185 -0.01 0.00 -0.01
H -4.591 6.455 -0.892 0.01 -0.01 0.00
H -1.686 7.134 -1.586 0.00 -0.01 -0.01
H -3.097 7.602 -2.498 0.00 0.00 -0.01
H -2.265 5.800 -3.689 0.01 -0.02 -0.04
H -3.625 5.117 -2.788 -0.03 -0.03 0.02
H -1.139 4.938 -1.334 0.02 0.01 0.04
H -1.362 1.830 -3.670 0.00 -0.05 0.02
H -2.950 2.351 -5.181 0.01 0.02 -0.03
H -3.176 3.948 -4.529 0.00 -0.02 0.03
H -5.195 2.664 -4.178 0.00 -0.02 0.01
H -4.479 2.908 -2.597 0.01 0.06 0.03
H -3.537 0.629 -2.614 0.01 0.00 0.03
H -4.100 0.377 -4.258 0.00 0.00 -0.01
H -5.961 0.907 -1.876 0.02 -0.01 -0.01
H -5.650 -0.682 -2.580 0.00 0.00 0.00
H -6.465 0.560 -3.525 0.00 0.00 0.01
C -0.550 -8.622 0.174 0.00 0.00 0.00
C 0.222 -7.358 -0.072 0.05 -0.02 0.01
C 1.529 -7.212 0.384 -0.04 -0.03 0.00
C 2.242 -6.045 0.150 0.01 0.02 0.05
C 1.643 -5.019 -0.561 0.04 0.04 0.00
C 0.340 -5.136 -1.029 -0.03 -0.01 -0.02
C -0.360 -6.302 -0.778 -0.02 0.05 -0.01
S 2.574 -3.536 -0.867 -0.01 -0.05 0.02
C 2.951 -3.812 -2.596 -0.01 0.02 0.00
O 1.556 -2.408 -0.899 0.02 -0.03 0.04
H -0.018 -9.288 0.850 0.00 0.00 0.00
H -0.718 -9.156 -0.763 0.00 0.00 0.00
H -1.528 -8.405 0.604 0.00 0.00 0.00
H 1.993 -8.019 0.937 -0.01 0.00 0.00
H 3.252 -5.934 0.526 0.02 0.01 0.00
H -0.116 -4.317 -1.573 -0.01 -0.01 0.01
H -1.377 -6.404 -1.140 0.01 0.01 0.01
H 2.018 -3.972 -3.136 0.02 0.00 -0.01
H 3.597 -4.685 -2.677 -0.01 0.00 0.01
H 3.467 -2.925 -2.962 0.00 0.00 -0.01